The following is a quantum chemistry calculation of a single C4H4ClFO molecule in a non-equilibrium geometry, from the OMol25 dataset.

Cartesian coordinates (Å):
C 1.247 -0.669 -0.804
C -0.059 0.223 -0.845
O -0.257 0.892 -1.921
C -1.132 0.510 0.155
C -0.908 0.156 1.449
F 0.158 -0.325 1.974
Cl -2.120 0.523 2.643
H 2.155 0.081 -0.412
H 1.362 -1.662 -0.097
H 1.426 -0.852 -1.957
H -1.873 1.123 -0.186

Properties
SMILES string = CC(=O)/C=C(\F)Cl
molar mass = 122.5 g/mol
energy relative to the best compared isomer or geometry (same formula, charge and spin) = 1.197 eV
gap between HOMO and LUMO = 9.92 eV



The following is a quantum chemistry calculation of 5 unconnected molecules or ions with the total composition C25H33N2O13P in a non-equilibrium geometry, from the OMol25 dataset.

Cartesian coordinates (Å):
N -4.785 -3.099 -0.567
C -3.429 -2.682 -0.043
C -2.185 -3.666 -0.572
C -2.406 -5.272 -0.927
C -1.094 -6.194 -1.402
C 0.340 -5.403 -1.485
C 0.571 -3.819 -1.133
C -0.704 -2.900 -0.668
C 2.168 -3.496 -1.316
O 2.834 -2.376 -1.625
N 2.761 -4.902 -1.086
P 2.965 -5.211 0.659
O 3.363 -3.793 1.315
O 1.534 -5.766 1.483
O 4.247 -6.337 1.056
C 1.860 -5.888 -1.859
O 2.224 -6.876 -2.680
H -5.175 -3.886 0.033
H -5.414 -2.251 -0.453
H -3.436 -2.819 1.135
H -3.130 -1.573 -0.283
H -3.479 -5.759 -0.836
H -1.153 -7.342 -1.641
H -0.532 -1.766 -0.420
H 1.102 -6.540 0.983
H 3.942 -6.740 1.944
O 0.830 0.664 -2.660
C 1.716 1.234 -2.046
C 3.108 0.715 -1.846
C 3.616 1.593 -0.730
C 2.846 2.870 -0.938
O 1.586 2.468 -1.475
H 3.679 0.858 -2.768
H 3.098 -0.338 -1.556
H 4.700 1.736 -0.745
H 3.346 1.150 0.237
H 3.334 3.538 -1.656
H 2.691 3.411 0.000
O 1.939 6.824 -1.078
C 1.059 6.526 -1.869
C 0.299 5.234 -1.877
C -0.339 5.252 -3.244
C -0.502 6.724 -3.513
O 0.596 7.352 -2.852
H -0.448 5.254 -1.079
H 0.971 4.381 -1.759
H -1.280 4.698 -3.294
H 0.351 4.815 -3.976
H -1.434 7.122 -3.098
H -0.466 6.950 -4.583
O 2.241 -7.260 3.306
C 2.136 -6.767 4.417
C 1.863 -5.322 4.704
C 2.225 -5.215 6.164
C 1.935 -6.601 6.677
O 2.209 -7.474 5.582
H 0.802 -5.117 4.532
H 2.488 -4.672 4.087
H 1.673 -4.435 6.696
H 3.295 -5.000 6.262
H 0.887 -6.726 6.969
H 2.572 -6.864 7.527
O -4.171 6.760 -2.949
C -4.276 7.252 -1.838
C -4.549 8.698 -1.550
C -4.187 8.804 -0.090
C -4.477 7.418 0.423
O -4.202 6.546 -0.672
H -5.609 8.903 -1.723
H -3.923 9.347 -2.167
H -4.738 9.584 0.441
H -3.116 9.020 0.008
H -5.525 7.294 0.715
H -3.839 7.156 1.272

Properties
SMILES string = NCc1ccc2c(c1)C(=O)N(P(=O)(O)O)C2=O.O=C1CCCO1.O=C1CCCO1.O=C1CCCO1.O=C1CCCO1
molar mass = 600.5 g/mol
energy relative to the best compared isomer or geometry (same formula, charge and spin) = 2.367 eV
gap between HOMO and LUMO = 7.79 eV



The following is a quantum chemistry calculation of 9 unconnected molecules or ions with the total composition C29H48O27 in a non-equilibrium geometry, from the OMol25 dataset.

Cartesian coordinates (Å):
C -2.055 0.223 1.151
C -0.495 0.055 0.864
C -0.152 -1.304 0.365
O 0.708 -1.040 -0.735
C 0.590 0.159 -1.110
O 1.074 0.647 -2.130
O -0.264 0.811 -0.320
H -2.653 -0.335 0.430
H -2.474 1.229 1.126
H -2.352 -0.195 2.112
H 0.133 0.317 1.715
H -0.945 -1.967 0.017
H 0.414 -1.939 1.046
C 1.952 7.769 3.883
C 1.432 6.287 3.760
C 2.037 5.357 4.782
O 0.958 4.730 5.409
C -0.188 5.166 4.943
O -1.333 4.767 5.212
O 0.047 6.204 4.146
H 1.398 8.389 3.179
H 3.014 7.708 3.645
H 1.812 8.028 4.933
H 1.570 5.881 2.758
H 2.605 5.960 5.490
H 2.635 4.616 4.252
C -5.259 -6.974 1.276
O -6.454 -7.354 1.876
C -7.364 -8.190 1.261
O -7.332 -8.529 0.069
O -8.237 -8.721 2.054
C -8.540 -8.241 3.344
H -5.503 -6.333 0.430
H -4.688 -7.779 0.811
H -4.631 -6.424 1.976
H -8.593 -7.155 3.427
H -7.869 -8.560 4.141
H -9.501 -8.723 3.523
C -6.999 7.518 -5.868
O -6.571 8.751 -5.339
C -6.020 8.985 -4.177
O -5.610 10.096 -3.884
O -5.977 7.882 -3.393
C -5.316 7.901 -2.141
H -6.223 6.757 -5.792
H -7.095 7.582 -6.952
H -7.969 7.293 -5.425
H -5.979 8.421 -1.449
H -4.331 8.362 -2.217
H -5.073 6.902 -1.780
C 2.049 -1.859 6.722
O 0.944 -2.139 7.563
C -0.145 -2.663 6.975
O -0.324 -2.900 5.775
O -1.125 -2.750 7.963
C -2.369 -3.315 7.624
H 2.044 -2.399 5.776
H 3.005 -1.979 7.231
H 1.989 -0.790 6.516
H -2.775 -3.616 8.590
H -2.235 -4.238 7.060
H -3.045 -2.678 7.054
C 0.650 -8.613 3.743
O 1.365 -7.849 2.743
C 1.372 -8.272 1.498
O 0.936 -9.355 1.131
O 1.991 -7.297 0.812
C 2.292 -7.563 -0.466
H -0.250 -9.068 3.328
H 0.334 -7.885 4.490
H 1.171 -9.429 4.244
H 2.951 -6.710 -0.626
H 1.414 -7.577 -1.112
H 2.944 -8.421 -0.626
O 2.325 7.281 -3.374
C 2.157 6.663 -4.410
O 0.996 6.269 -4.996
C 1.138 5.548 -6.190
C 2.677 5.569 -6.315
O 3.145 6.189 -5.183
H 0.680 4.565 -6.073
H 0.674 6.132 -6.985
H 3.036 6.184 -7.141
H 2.984 4.532 -6.458
O 7.950 -0.143 0.928
C 7.685 0.649 0.038
O 6.999 1.791 0.192
C 7.132 2.661 -0.951
C 7.509 1.667 -2.029
O 8.112 0.610 -1.253
H 6.231 3.253 -1.108
H 7.843 3.432 -0.654
H 8.214 2.137 -2.715
H 6.628 1.309 -2.563
O 6.409 -3.484 -6.553
C 5.231 -3.154 -6.881
O 4.121 -3.836 -6.586
C 2.981 -3.254 -7.191
C 3.542 -2.000 -7.821
O 4.956 -2.250 -7.855
H 2.532 -3.852 -7.984
H 2.143 -3.053 -6.523
H 3.268 -1.131 -7.223
H 3.184 -1.910 -8.846

Properties
SMILES string = C[C@H]1COC(=O)O1.C[C@H]1COC(=O)O1.COC(=O)OC.COC(=O)OC.COC(=O)OC.COC(=O)OC.O=C1OCCO1.O=C1OCCO1.O=C1OCCO1
molar mass = 828.7 g/mol
energy relative to the best compared isomer or geometry (same formula, charge and spin) = 0.000 eV
gap between HOMO and LUMO = 10.60 eV